No. 1
Entry from OMol25: C16H25BrHoIO4P2 as an isolated structure (ωB97M-V/def2-TZVPD).

Computed properties:
Net charge: +2
HOMO-LUMO gap (alpha / beta) in Ha: 0.2827 / 0.2841
E_HOMO (alpha / beta) in eV: -14.597 / -14.596
E_LUMO (alpha / beta) in eV: -6.90 / -6.86
2S+1: 5
<S²>: 6.00

Atoms and positions in Å:
C  0.1620  -0.4305  -4.2813
C  0.3125  -0.7550  -2.8193
H  -0.8470  -0.6578  -4.6637
H  0.9250  -0.9532  -4.8753
H  0.3381  0.6461  -4.4035
O  -0.5896  -0.2065  -1.9538
I  2.3943  0.4988  -2.2385
Ho  -0.2903  0.3917  0.0940
P  -0.5422  3.0449  -0.5284
C  -1.8082  4.0293  0.3063
C  1.0147  3.9565  -0.2179
H  0.9178  5.0021  -0.5446
H  -1.0320  4.4454  -2.4437
H  1.8391  3.4656  -0.7574
H  0.0380  3.0614  -2.8890
H  -1.8073  3.7759  1.3748
H  1.2446  3.9233  0.8574
C  -0.8393  3.3726  -2.3024
H  -1.5874  5.0970  0.1707
H  -1.7119  2.7884  -2.6292
H  -2.7959  3.7949  -0.1094
P  0.4864  -2.5420  -2.3078
C  -0.9957  -2.9999  -1.3955
C  0.6647  -3.5096  -3.7923
H  2.6975  -2.1605  -1.4528
H  2.1285  -3.8383  -1.2075
H  1.5640  -2.5154  -0.1341
C  1.8410  -2.7790  -1.1636
H  1.5248  -3.1525  -4.3831
H  0.8371  -4.5548  -3.4947
H  -0.9987  -4.0958  -1.2536
H  -1.8929  -2.7089  -1.9550
H  -0.2548  -3.4587  -4.4005
H  -1.0383  -2.5349  -0.3904
C  -2.6339  0.9276  0.0900
O  -3.7825  0.9673  0.1167
Br  -1.5788  1.3431  3.1991
C  -0.5314  0.1009  4.2692
C  -0.3748  0.3134  5.6377
C  0.5692  -0.4578  6.3538
C  1.2936  -1.4636  5.6973
C  1.0978  -1.6994  4.3413
C  0.1649  -0.9438  3.6444
C  0.1423  -0.9925  2.1722
O  -0.9733  -1.1931  1.5421
O  1.2091  -0.6515  1.5218
H  -0.9397  1.0882  6.1404
H  0.7361  -0.2614  7.4185
H  2.0360  -2.0562  6.2479
H  1.6671  -2.4620  3.7929

These are the natural (NBO) partial charges, in e, on atoms 1 to 4:
1 C -0.72
2 C 0.15
3 H 0.26
4 H 0.25

No. 2
Entry from OMol25: C16H25Cl2O4P2Ru as an isolated structure (ωB97M-V/def2-TZVPD).

Computed properties:
Net charge: +2
HOMO-LUMO gap (alpha / beta) in Ha: 0.2733 / 0.1067
E_HOMO (alpha / beta) in eV: -13.957 / -14.627
Energy above the lowest of the compared OMol25 structures with the same formula, charge and spin in eV: 0.038
E_LUMO (alpha / beta) in eV: -6.52 / -11.72
2S+1: 6
<S²>: 8.78

Atoms and positions in Å:
C  -2.0678  -2.6228  -2.7994
C  -0.8430  -1.9204  -2.2591
H  -2.5184  -3.4227  -2.1805
H  -1.6401  -3.0153  -3.7500
H  -2.8457  -1.9441  -3.1546
O  -0.6224  -1.9933  -0.9758
Cl  -0.1600  -0.6011  -3.1164
Ru  0.4263  0.6814  1.0301
P  2.0046  -0.8078  0.0052
C  2.7136  -1.6882  1.4741
C  2.2900  -2.1528  -1.2525
H  3.3638  -2.4019  -1.3309
H  4.2133  -0.1797  -0.9205
H  1.9294  -1.8179  -2.2358
H  2.8836  0.9511  -1.3980
H  1.9924  -2.4822  1.7434
H  1.7204  -3.0494  -0.9627
C  3.3216  0.3693  -0.5670
H  3.6964  -2.1316  1.2321
H  3.5804  1.0462  0.2632
H  2.7917  -0.9641  2.3011
P  -1.8224  1.0409  0.3023
C  -2.7635  1.1522  1.8808
C  -1.8179  2.7693  -0.3164
H  -2.7257  0.4217  -1.8916
H  -4.0186  0.8922  -0.7467
H  -3.2728  -0.7293  -0.6245
C  -3.0749  0.3285  -0.8507
H  -1.0896  2.8178  -1.1369
H  -2.8156  3.0522  -0.6895
H  -3.7463  1.6239  1.7181
H  -2.1593  1.7385  2.5906
H  -1.5152  3.4481  0.4946
H  -2.9024  0.1349  2.2772
C  0.0260  -0.2987  2.5902
O  -0.1676  -0.7433  3.6432
Cl  5.2078  7.0582  2.4910
C  3.9941  5.8572  2.3161
C  3.0652  5.5897  3.3325
C  2.1130  4.6146  3.1717
C  2.1025  3.9340  1.9808
C  2.9991  4.1626  0.9211
C  3.9510  5.1381  1.1169
C  1.1466  2.8971  1.8310
O  0.3481  2.4136  2.6817
O  1.1523  2.4623  0.5988
H  3.1444  6.1824  4.2306
H  1.4003  4.3976  3.9527
H  2.8946  3.5732  0.0177
H  4.6531  5.3185  0.3071

These are the natural (NBO) partial charges, in e, on atoms 1 to 4:
1 C -0.73
2 C 0.50
3 H 0.28
4 H 0.26

No. 3
Entry from OMol25: C16H25ClIMnO4P2 as an isolated structure (ωB97M-V/def2-TZVPD).

Computed properties:
Net charge: +2
HOMO-LUMO gap (alpha / beta) in Ha: 0.2625 / 0.1483
E_HOMO (alpha / beta) in eV: -14.366 / -14.362
E_LUMO (alpha / beta) in eV: -7.22 / -10.33
2S+1: 5
<S²>: 6.09

Atoms and positions in Å:
C  -0.0042  0.2934  -7.7609
C  0.0028  1.0901  -6.4721
H  -0.0011  0.9879  -8.6153
H  -0.9045  -0.3314  -7.8233
H  0.8878  -0.3431  -7.8255
O  0.0146  2.2936  -6.3664
I  -0.0101  -0.0699  -4.5927
Mn  -0.0003  0.4236  -0.3735
P  2.3032  0.1883  -0.6683
C  3.1666  1.4832  0.2975
C  2.9410  -1.3283  0.1294
H  4.0207  -1.4572  -0.0403
H  4.0545  0.0768  -2.3941
H  2.3795  -2.1907  -0.2542
H  2.4447  -0.4558  -2.9874
H  2.8229  1.4174  1.3406
H  2.7326  -1.2685  1.2084
C  2.9738  0.2715  -2.3564
H  4.2581  1.3467  0.2692
H  2.7646  1.2608  -2.7829
H  2.9022  2.4783  -0.0831
P  -2.3034  0.2380  -0.6822
C  -3.1457  1.5401  0.2905
C  -2.9915  0.3174  -2.3613
H  -2.3776  -2.1370  -0.2356
H  -4.0087  -1.3945  0.0132
H  -2.6925  -1.1874  1.2255
C  -2.9248  -1.2667  0.1518
H  -2.4785  -0.4204  -2.9934
H  -4.0752  0.1382  -2.3836
H  -4.2388  1.4198  0.2562
H  -2.8641  2.5328  -0.0840
H  -2.7735  1.3017  -2.7952
H  -2.8046  1.4606  1.3334
C  0.0212  2.1916  0.0962
O  0.0240  3.2375  0.6246
Cl  -0.0559  -0.7798  8.2794
C  -0.0289  -0.8924  6.5623
C  0.1168  -2.1490  5.9541
C  0.1249  -2.2395  4.5587
C  -0.0007  -1.0827  3.7817
C  -0.1300  0.1604  4.3880
C  -0.1545  0.2654  5.7803
C  0.0122  -1.1676  2.2872
O  0.1285  -2.2793  1.7547
O  -0.0976  -0.0281  1.6641
H  0.2154  -3.0253  6.5849
H  0.2270  -3.1918  4.0525
H  -0.2090  1.0500  3.7672
H  -0.2643  1.2212  6.2802

These are the natural (NBO) partial charges, in e, on atoms 1 to 4:
1 C -0.74
2 C 0.55
3 H 0.27
4 H 0.26

No. 4
Entry from OMol25: C16H25N3O4ReS as an isolated structure (ωB97M-V/def2-TZVPD).

Computed properties:
Net charge: +4
HOMO-LUMO gap (alpha / beta) in Ha: 0.1956 / 0.2046
E_HOMO (alpha / beta) in eV: -21.205 / -21.209
E_LUMO (alpha / beta) in eV: -15.88 / -15.64
2S+1: 2
<S²>: 0.77

Atoms and positions in Å:
Re  1.1149  -0.1989  -1.3772
O  4.2001  1.8619  -3.1262
C  3.0772  1.4047  -2.7799
O  2.8997  0.6130  -1.7870
C  1.8709  1.7705  -3.5621
C  1.7753  2.5534  -4.7043
C  0.5168  2.6714  -5.2987
C  -0.5837  1.9980  -4.7616
C  -0.3884  1.2396  -3.6142
N  0.8097  1.1605  -3.0309
C  -1.3294  0.3799  -2.8414
O  -2.5587  0.1821  -3.0491
O  -0.8147  -0.2405  -1.8440
H  4.9866  1.5688  -2.6132
H  2.6469  3.0425  -5.1258
H  0.3971  3.2727  -6.1933
H  -1.5497  2.0708  -5.2492
H  -2.9841  0.6261  -3.8107
C  -2.4479  -1.5924  3.5041
C  -2.7267  -2.9401  2.8172
C  -1.8126  -3.2254  1.6253
C  -0.3800  -3.5573  2.0247
N  0.4076  -2.3401  2.4066
C  1.1270  -1.6071  1.6289
S  1.2760  -2.0365  -0.1335
N  1.7767  -0.5050  1.9718
C  1.2906  0.5814  2.8280
C  1.2136  1.8262  1.9362
C  0.2698  1.7747  0.7567
C  -1.1835  1.5298  1.0128
H  -3.3685  -1.0907  3.7937
H  -1.9166  -0.9120  2.8212
H  -1.8509  -1.6985  4.4125
H  -3.7627  -2.9963  2.4884
H  -2.6024  -3.7502  3.5390
H  -1.7987  -2.3598  0.9455
H  -2.1901  -4.0677  1.0436
H  0.1849  -4.0708  1.2451
H  -0.3519  -4.1905  2.9109
H  0.4434  -2.1289  3.4025
H  2.5727  -0.2742  1.3934
H  1.9731  0.7429  3.6605
H  0.3152  0.3107  3.2322
H  2.2151  2.1435  1.6385
H  0.7969  2.6641  2.5206
H  0.6782  0.6769  0.0484
H  0.4686  2.5623  0.0322
H  -1.3671  0.8708  1.8598
H  -1.7400  1.1631  0.1515
H  -1.5963  2.5206  1.2501

These are the Mulliken partial charges, in e, on atoms 1 to 4:
1 Re 1.26
2 O -0.29
3 C 0.51
4 O -0.61

No. 5
Entry from OMol25: C16H25N4NaO4PSi as an isolated structure (ωB97M-V/def2-TZVPD).

Computed properties:
Net charge: -1
HOMO-LUMO gap in Ha: 0.2083
E_HOMO in eV: -4.045
E_LUMO in eV: 1.62
2S+1: 1

Atoms and positions in Å:
Na  0.7797  0.8721  0.0397
O  -5.6090  4.1583  -1.8375
C  -5.1083  4.0918  -0.6972
O  -5.5674  4.4279  0.4098
C  -3.7125  3.4144  -0.6483
C  -3.1115  2.9378  -1.8048
C  -1.8848  2.3041  -1.7170
N  -1.2232  2.1245  -0.5717
C  -1.7965  2.5915  0.5462
C  -3.0292  3.2298  0.5478
C  -1.0837  2.2768  1.8568
O  -1.7841  2.2637  2.8917
O  0.1271  1.9313  1.7761
H  -3.6284  3.0678  -2.7465
H  -1.4094  1.9071  -2.6099
H  -3.4813  3.5673  1.4698
C  -2.1931  -2.6482  3.6992
N  -1.8004  -1.1882  3.6017
C  -3.0777  -0.3256  3.6583
N  -3.9854  -0.7287  2.6417
C  -4.3048  -2.1373  2.7686
N  -3.1270  -3.0005  2.6801
C  -2.5292  -2.9504  1.3317
P  -1.9388  -1.2652  0.7985
C  -0.9832  -0.9400  2.3520
C  -3.4947  -0.3759  1.2976
H  -2.6426  -2.7847  4.6846
H  -1.2774  -3.2337  3.6154
H  -1.2195  -0.9327  4.3991
H  -2.7544  0.7099  3.5340
H  -3.5027  -0.5116  4.6474
H  -5.0052  -2.4195  1.9834
H  -4.7781  -2.3003  3.7408
H  -3.2792  -3.3064  0.6221
H  -1.6957  -3.6516  1.2882
H  -0.6031  0.0802  2.4060
H  -0.1319  -1.6207  2.3948
H  -4.2763  -0.6077  0.5703
H  -3.3393  0.7016  1.2526
C  3.7394  -2.1807  -0.4384
Si  2.1658  -1.6732  0.5448
C  1.2597  -3.3894  0.5538
C  2.8927  -1.7420  2.3397
H  4.1985  -3.0829  -0.0149
H  4.4863  -1.3813  -0.4150
H  3.5118  -2.3787  -1.4905
H  1.9497  -4.1883  0.8541
H  0.8613  -3.6401  -0.4350
H  0.4196  -3.4248  1.2547
H  3.4606  -2.6709  2.4853
H  2.1191  -1.7114  3.1181
H  3.5626  -0.9015  2.5422

These are the natural (NBO) partial charges, in e, on atoms 1 to 4:
1 Na 0.78
2 O -0.76
3 C 0.73
4 O -0.75

no.,maximum force (eV/Å),electronic energy (eV)
1,5.6,-147695.8661
2,8.2,-71372.3763
3,6.4,-95692.5866
4,0.8,-42578.3627
5,0.5,-52733.0433